# C2H2S2

A cluster of 2 separate species, C2H2S2 in total in a non-equilibrium geometry (ωB97M-V/def2-TZVPD, OMol25).

```
6
Properties=species:S:1:pos:R:3:forces:R:3:lowdin_charge:R:1
C 0.1259 -1.1490 0.4086 0.5 1.6 -0.6 -0.596
C -0.5026 0.8964 -0.7355 1.5 -1.4 3.4 -0.569
S 0.5103 -0.5736 1.8062 -0.2 -0.6 -0.1 0.598
S -0.1195 1.9356 0.3482 -0.5 0.2 -0.2 0.637
H 0.4950 -2.0593 -0.0729 -0.6 0.1 0.1 -0.014
H -0.5090 0.9499 -1.7545 -0.6 0.0 -2.6 -0.055
```
Forces are in eV/Å.

Properties
- molecular weight (Da) = 90.2
- energy above the lowest of the compared OMol25 structures with the same formula, charge and spin (eV) = 3.612
- max |F| (eV/Å) = 3.98
- orbital gap (eV) = 7.3
- total energy (eV) = -23772.0029
- net charge = 0
- highest occupied orbital energy (eV) = -7.9

# C12H24ClI2InN2OP2

A structure of composition C12H24ClI2InN2OP2 in a non-equilibrium geometry (ωB97M-V/def2-TZVPD, OMol25).

```
45
Properties=species:S:1:pos:R:3:forces:R:3:lowdin_charge:R:1
I 3.1110 1.8402 -2.2209 0.6 0.0 -0.3 0.664
I 2.1815 -1.7076 -2.0124 0.0 -0.1 0.1 0.452
In 1.1463 0.4325 -0.7705 -2.3 0.4 -0.2 -0.483
P 1.6697 -0.8191 1.7108 1.0 -0.6 2.4 0.847
C 1.5698 -2.6035 2.0787 -0.5 0.2 -0.9 -0.196
C 3.4179 -0.3958 1.4086 -0.4 0.1 -0.8 -0.258
H 4.0419 -0.7160 2.2441 -0.1 0.0 0.1 0.086
H 1.9526 -0.2567 4.0697 0.2 -0.2 -0.2 0.083
H 3.4761 0.6927 1.2573 0.2 -0.3 0.1 0.047
H 1.2180 1.0801 3.1400 0.0 -0.1 0.1 0.035
H 1.8533 -3.1591 1.1772 -0.1 -0.1 0.3 0.048
H 3.7099 -0.9210 0.4895 0.2 0.2 0.3 0.003
C 1.2302 -0.0019 3.2928 -0.7 0.3 -0.9 -0.200
H 2.2379 -2.8648 2.9074 0.0 0.3 -0.1 0.085
H 0.2390 -0.3487 3.5981 0.1 0.1 0.0 0.052
H 0.5344 -2.8263 2.3674 0.3 -0.1 -0.2 0.061
P -1.3326 1.0172 -1.8823 0.2 0.6 0.0 0.752
C -2.4868 -0.0914 -2.7598 0.5 -0.2 0.2 -0.227
C -2.4459 2.2474 -1.0712 0.6 -0.5 0.2 -0.220
H 0.2023 2.7071 -2.6079 -0.3 -0.1 -0.3 0.002
H -1.0896 2.4560 -3.8445 0.1 0.1 0.0 0.069
H 0.2308 1.2515 -3.6613 -0.1 0.3 -0.1 0.027
C -0.4171 1.9677 -3.1393 -0.3 -0.2 0.0 -0.327
H -1.8356 2.9494 -0.4976 -0.2 -0.1 0.0 0.025
H -3.0345 2.7893 -1.8155 0.2 -0.1 -0.1 0.070
H -3.0941 0.4690 -3.4803 0.2 0.0 0.2 0.072
H -3.1450 -0.5560 -2.0138 0.2 0.0 -0.3 0.047
H -3.1262 1.7076 -0.4061 0.1 0.1 0.0 0.050
H -1.8943 -0.8516 -3.2847 -0.3 0.0 0.1 0.057
Cl 0.8595 2.3995 0.5512 0.2 -0.4 0.3 0.078
N -5.4809 -4.2142 2.1034 0.9 0.5 -0.5 0.182
C -5.0311 -3.0504 2.6945 0.0 -1.7 -1.6 -0.496
O -5.5328 -2.6088 3.6703 -0.7 1.1 1.8 0.124
C -3.8575 -2.3404 2.0504 0.6 0.2 -0.4 -0.081
C -3.2176 -2.8253 0.9040 0.2 0.2 0.0 0.004
C -2.1304 -2.1338 0.3739 -0.3 0.0 0.3 -0.151
N -1.6601 -0.9981 0.9056 0.2 -0.1 0.1 0.032
C -2.2871 -0.5105 1.9956 -0.1 -0.5 -0.1 -0.134
C -3.3656 -1.1397 2.6105 -0.1 -0.5 -0.5 0.037
H -6.2519 -4.7313 2.4773 -0.3 0.2 0.5 0.118
H -5.0841 -4.6255 1.2768 0.1 0.2 0.1 0.085
H -3.4789 -3.7387 0.3645 -0.2 0.3 0.4 0.119
H -1.6694 -2.5676 -0.5155 0.2 0.4 0.2 0.115
H -1.9282 0.4241 2.4151 0.2 0.0 -0.2 0.112
H -3.8055 -0.6892 3.4968 -0.1 -0.3 -0.2 0.134
```
Forces are in eV/Å.

Properties
- molecular weight (Da) = 678.4
- max |F| (eV/Å) = 2.68
- orbital gap (spin up / spin down) (eV) = 4.9 / 4.0
- total energy (eV) = -70322.2078
- net charge = +2
- highest occupied orbital energy (spin up / spin down) (eV) = -14.8 / -14.8

# C3H7NOS

The molecule C3H7NOS in a non-equilibrium geometry (ωB97M-V/def2-TZVPD, OMol25).

```
13
Properties=species:S:1:pos:R:3:forces:R:3:lowdin_charge:R:1
C -0.0312 1.1267 1.0581 2.9 1.0 -2.6 -0.166
C 0.3175 -0.2165 0.5036 1.1 0.0 -1.1 -0.718
C -0.4069 -0.6108 -0.8217 2.2 -2.1 3.7 -0.111
S 1.8932 -0.7707 0.7274 -1.9 -1.5 -1.3 0.912
N 3.1247 -0.3763 -0.9128 1.0 0.2 -0.8 -0.250
O 3.6348 0.6871 -0.9728 -0.5 -0.4 0.4 -0.097
H 0.6793 1.3559 1.8433 0.6 0.7 -0.2 0.053
H -0.0070 1.9272 0.1298 -0.4 -1.6 2.7 0.149
H -0.8790 1.0448 1.6178 -3.1 0.3 0.7 0.029
H -0.7007 -1.6512 -0.5504 0.1 0.4 -1.3 0.088
H 0.2730 -0.4509 -1.6157 0.4 -0.3 -1.2 0.053
H -1.2249 -0.0105 -0.8862 -2.5 1.5 -0.5 0.028
H 1.7438 -2.0393 -0.0444 0.3 1.9 1.4 0.030
```
Forces are in eV/Å.

Properties
- molecular weight (Da) = 105.2
- energy above the lowest of the compared OMol25 structures with the same formula, charge and spin (eV) = 6.571
- max |F| (eV/Å) = 4.77
- orbital gap (spin up / spin down) (eV) = 6.8 / 6.6
- total energy (eV) = -17591.3580
- SMILES = CC(C)=[SH]#[N+][O-]
- net charge = 0
- highest occupied orbital energy (spin up / spin down) (eV) = -6.8 / -6.8

# C21H52N2O6

A cluster of 6 separate species, C21H52N2O6 in total in a non-equilibrium geometry (ωB97M-V/def2-TZVPD, OMol25).

```
81
Properties=species:S:1:pos:R:3:forces:R:3:lowdin_charge:R:1
C 8.0531 -13.0935 -8.4442 1.3 0.4 1.7 -0.130
O 8.4572 -12.4514 -9.5951 -0.2 1.4 -3.0 -0.148
H 8.6894 -13.9785 -8.4398 -0.8 -0.6 1.0 0.084
H 8.3519 -12.3573 -7.6980 -0.1 -0.7 1.1 0.091
H 6.9781 -13.2185 -8.3150 0.1 -0.3 -0.7 0.101
H 9.3494 -12.1132 -9.4896 -0.1 -0.1 0.1 0.105
C 9.3036 -17.0494 -6.5547 -0.2 -0.3 0.2 -0.159
O 9.1873 -16.0969 -5.4937 -0.2 -0.2 -0.6 -0.121
H 9.3230 -16.5614 -7.5292 0.6 0.4 0.3 0.053
H 10.1619 -17.6930 -6.3621 0.2 0.1 -0.5 0.080
H 8.4484 -17.7142 -6.6761 -0.4 -0.1 0.6 0.072
H 9.3367 -16.5834 -4.6797 -0.1 0.1 0.1 0.072
C 7.6510 -15.9030 -10.5947 -0.4 -0.5 0.9 -0.175
O 8.4726 -15.2315 -11.4794 1.4 0.8 -0.6 -0.123
H 6.8492 -15.3092 -10.1560 -0.6 0.1 -0.8 0.080
H 7.3423 -16.8160 -11.1040 -0.6 -0.1 0.5 0.080
H 8.1585 -16.1461 -9.6612 0.7 -0.4 -0.2 0.057
H 8.0560 -14.4407 -11.8295 -0.5 -0.2 0.0 0.018
O 7.1578 -12.8044 -11.8969 -0.2 -0.1 -1.0 -0.055
H 6.4704 -12.1570 -11.7399 -0.3 0.0 0.0 0.061
H 7.7742 -12.6798 -11.1752 0.4 0.3 1.0 -0.018
C 3.1475 -16.5070 -12.4097 -0.2 -0.5 0.0 -0.042
C 2.9266 -17.9674 -11.9253 1.3 0.8 -0.3 -0.498
C 1.5465 -18.0773 -11.2788 0.6 0.2 0.5 -0.154
C 1.0828 -19.4954 -11.0686 -0.3 -0.9 -1.6 -0.159
C 1.0629 -20.2062 -12.4808 0.8 0.1 1.1 -0.123
C 2.4386 -20.2158 -13.1792 0.9 0.1 -0.8 -0.439
N 2.9801 -18.7837 -13.1567 -1.6 -1.1 1.1 -0.125
O 4.2634 -18.7472 -13.6859 1.0 -0.2 -0.2 -0.025
C 3.3366 -21.3587 -12.5926 0.6 0.5 -0.3 -0.036
C 2.2604 -20.4728 -14.7436 -0.6 0.9 1.2 -0.032
C 4.0578 -18.2473 -10.8609 -0.2 -0.2 -1.3 -0.016
H 2.3687 -16.2675 -13.1337 -0.2 0.3 0.2 0.081
H 4.0887 -16.3585 -12.9391 0.1 -0.3 0.2 0.070
H 3.1647 -15.8426 -11.5458 -0.3 0.2 -0.1 0.081
H 1.7076 -17.5496 -10.3387 -0.5 0.1 0.2 0.116
H 0.8016 -17.5369 -11.8628 0.0 0.0 -0.1 0.122
H 0.0815 -19.5718 -10.6448 -0.2 0.4 -0.1 0.107
H 1.6715 -20.1094 -10.3870 0.5 0.3 0.0 0.107
H 0.3654 -19.7480 -13.1820 -0.3 0.0 0.3 0.115
H 0.8105 -21.2413 -12.2510 -0.3 -0.1 -0.6 0.111
H 3.7229 -21.1871 -11.5878 -0.8 -0.1 0.4 0.061
H 2.8330 -22.3173 -12.7170 -0.4 0.1 0.5 0.083
H 4.2874 -21.5626 -13.0850 0.0 0.6 -0.8 0.070
H 3.1612 -20.8442 -15.2322 -0.2 -0.1 0.1 0.075
H 1.3574 -21.0264 -15.0012 0.3 -0.7 0.3 0.076
H 1.9921 -19.4885 -15.1274 0.3 0.2 -0.3 0.074
H 4.0819 -19.3233 -10.6885 0.2 0.2 0.6 0.062
H 3.9758 -17.6346 -9.9631 -0.6 -0.3 0.2 0.080
H 5.0217 -17.9370 -11.2642 0.0 -0.3 -0.3 0.058
H 4.1160 -18.6218 -14.6262 0.1 0.1 -0.2 0.098
C 11.0548 -9.7836 -16.7030 -2.5 1.0 0.7 -0.002
C 11.8585 -11.0343 -16.5399 1.7 0.6 -2.1 -0.474
C 13.0825 -10.6875 -15.6913 0.4 -0.5 2.0 -0.122
C 12.8540 -10.7165 -14.1715 -1.1 -1.1 -0.3 -0.165
C 12.1208 -12.0001 -13.7760 0.1 1.1 -0.9 -0.113
C 10.7485 -12.2172 -14.5664 1.5 -1.7 2.2 -0.415
N 10.9718 -12.0604 -16.0252 -0.3 0.9 2.1 0.068
O 9.9149 -12.4168 -16.7860 0.5 0.4 0.3 0.138
C 10.4212 -13.6787 -14.2487 -0.6 -1.1 -1.1 -0.026
C 9.6283 -11.3682 -13.9342 0.2 0.9 -0.2 0.014
C 12.4327 -11.4166 -17.9470 -0.9 -0.2 -0.1 0.002
H 10.4208 -9.6067 -15.8341 0.4 0.2 0.6 0.088
H 11.6784 -8.8952 -16.8024 -0.1 -0.3 -0.5 0.118
H 10.2423 -9.8946 -17.4211 0.6 0.2 -0.7 0.105
H 13.8747 -11.3700 -15.9993 0.3 0.1 0.3 0.128
H 13.4008 -9.6484 -15.7745 0.0 -0.2 -1.3 0.131
H 13.7777 -10.6709 -13.5947 0.0 0.3 -0.2 0.128
H 12.1882 -9.8968 -13.9015 0.3 0.4 0.1 0.109
H 11.9327 -11.9108 -12.7060 -0.4 -0.5 -0.1 0.131
H 12.8357 -12.8048 -13.9478 -0.4 -0.4 0.0 0.126
H 11.1463 -14.3630 -14.6894 0.2 0.0 0.0 0.095
H 9.4538 -13.9786 -14.6514 -0.2 0.1 0.0 0.097
H 10.3668 -13.9130 -13.1856 0.2 0.5 0.0 0.100
H 10.1395 -10.5116 -13.4948 -0.5 0.5 -0.3 0.085
H 9.1221 -11.8481 -13.0965 0.3 -0.6 -0.2 0.074
H 8.8319 -11.1005 -14.6285 0.2 0.2 -0.1 0.103
H 11.6879 -11.3868 -18.7423 -0.3 -0.1 0.2 0.089
H 13.1557 -10.6650 -18.2641 0.2 -0.2 0.4 0.106
H 12.8618 -12.4185 -17.9423 0.3 0.1 0.1 0.096
H 10.2100 -13.2172 -17.2264 -0.1 -0.6 -0.7 0.161
```
Forces are in eV/Å.

Properties
- molecular weight (Da) = 428.7
- energy above the lowest of the compared OMol25 structures with the same formula, charge and spin (eV) = 0.000
- spin multiplicity = 2
- max |F| (eV/Å) = 3.36
- orbital gap (spin up / spin down) (eV) = 7.0 / 2.9
- total energy (eV) = -37872.7932
- net charge = +1
- highest occupied orbital energy (spin up / spin down) (eV) = -9.5 / -9.5